{"formula": "C33H88N4O13", "method": "ωB97M-V with the def2-TZVPD basis set", "de_lowest_kj_mol": 403.2, "smiles": "COCCNCCOC.COCCNCCOC.COCCNCCOC.COCCNCCOC.CC(C)O.CC(C)O.CO.CO.CO", "charge": 0, "orbital_gap_ev": 8.57, "elements": ["C", "O", "H", "H", "H", "H", "C", "O", "H", "H", "H", "H", "C", "O", "H", "H", "H", "H", "C", "O", "C", "C", "N", "C", "C", "O", "C", "H", "H", "H", "H", "H", "H", "H", "H", "H", "H", "H", "H", "H", "H", "H", "C", "O", "C", "C", "N", "C", "C", "O", "C", "H", "H", "H", "H", "H", "H", "H", "H", "H", "H", "H", "H", "H", "H", "H", "C", "O", "C", "C", "N", "C", "C", "O", "C", "H", "H", "H", "H", "H", "H", "H", "H", "H", "H", "H", "H", "H", "H", "H", "C", "O", "C", "C", "N", "C", "C", "O", "C", "H", "H", "H", "H", "H", "H", "H", "H", "H", "H", "H", "H", "H", "H", "H", "C", "C", "C", "O", "H", "H", "H", "H", "H", "H", "H", "H", "C", "C", "C", "O", "H", "H", "H", "H", "H", "H", "H", "H"], "xyz": [[-4.336, -3.170, -1.394], [-3.989, -2.029, -0.625], [-4.115, -2.963, -2.441], [-3.754, -3.980, -0.954], [-5.401, -3.402, -1.374], [-3.031, -2.032, -0.684], [-2.445, -0.318, 4.202], [-2.883, 0.944, 3.786], [-3.297, -0.962, 4.417], [-1.763, -0.813, 3.510], [-1.932, -0.263, 5.162], [-3.435, 0.739, 3.028], [-1.113, 0.429, -0.028], [-0.861, -0.654, -0.921], [-1.444, 0.174, 0.979], [-0.249, 1.093, 0.003], [-2.005, 0.948, -0.381], [-0.297, -1.330, -0.536], [2.205, -6.295, 4.409], [1.726, -5.006, 4.666], [2.390, -3.950, 3.938], [1.593, -2.680, 4.191], [2.162, -1.443, 3.623], [1.137, -0.349, 3.643], [1.765, 0.852, 3.143], [2.618, 1.360, 4.160], [3.103, 2.613, 3.843], [2.391, -6.427, 3.343], [1.459, -6.985, 4.804], [3.201, -6.501, 4.799], [2.379, -4.170, 2.871], [3.438, -3.863, 4.226], [1.264, -2.532, 5.219], [0.613, -2.963, 3.806], [2.938, -1.124, 4.184], [0.865, -0.088, 4.666], [0.250, -0.694, 3.111], [1.038, 1.639, 2.945], [2.389, 0.781, 2.252], [2.328, 3.280, 3.464], [4.038, 2.715, 3.292], [3.332, 3.046, 4.816], [5.436, 5.441, -5.127], [5.093, 4.849, -3.850], [5.969, 5.047, -2.760], [5.590, 3.908, -1.702], [4.219, 3.938, -1.383], [3.718, 2.789, -0.736], [2.148, 2.807, -0.743], [1.569, 2.759, -2.028], [1.707, 1.556, -2.725], [6.423, 5.078, -5.415], [5.259, 6.517, -5.126], [4.647, 5.048, -5.768], [5.904, 6.084, -2.433], [7.010, 4.913, -3.056], [6.223, 3.984, -0.818], [5.972, 2.934, -2.009], [3.770, 4.015, -2.284], [4.125, 2.750, 0.275], [4.008, 1.891, -1.282], [1.778, 3.736, -0.310], [1.858, 1.938, -0.153], [1.531, 1.701, -3.791], [0.980, 0.838, -2.343], [2.659, 1.031, -2.791], [-3.126, -3.541, 2.809], [-1.785, -3.421, 2.327], [-1.576, -3.774, 0.991], [-0.079, -3.870, 0.764], [0.484, -2.565, 0.573], [1.812, -2.615, -0.092], [2.360, -1.273, -0.111], [3.538, -1.177, -0.961], [4.636, -1.856, -0.394], [-3.284, -3.224, 3.839], [-3.355, -4.606, 2.847], [-3.966, -3.134, 2.246], [-2.032, -2.910, 0.509], [-2.132, -4.666, 0.703], [-0.058, -4.550, -0.088], [0.358, -4.401, 1.610], [0.539, -1.933, 1.358], [1.957, -2.983, -1.108], [2.402, -3.161, 0.643], [2.670, -1.046, 0.909], [1.704, -0.428, -0.324], [4.489, -2.914, -0.611], [4.697, -1.754, 0.690], [5.539, -1.515, -0.901], [-0.660, 6.240, 2.274], [-1.350, 5.958, 1.069], [-0.579, 5.181, 0.051], [-1.386, 4.543, -1.070], [-0.638, 4.345, -2.328], [-1.484, 3.765, -3.435], [-1.971, 2.330, -3.083], [-2.374, 1.510, -4.227], [-3.262, 0.451, -3.870], [-0.474, 5.285, 2.766], [-1.337, 6.790, 2.928], [0.147, 6.959, 2.133], [-0.187, 4.375, 0.671], [0.178, 5.793, -0.439], [-2.253, 5.124, -1.386], [-1.665, 3.544, -0.733], [0.159, 3.745, -2.167], [-0.949, 3.678, -4.380], [-2.443, 4.260, -3.587], [-2.811, 2.535, -2.419], [-1.247, 1.740, -2.521], [-4.276, 0.833, -3.750], [-3.128, -0.084, -2.929], [-3.347, -0.184, -4.751], [-0.411, -4.123, -3.077], [-1.214, -5.043, -3.903], [-0.534, -6.183, -4.584], [-2.271, -5.473, -3.173], [-0.875, -3.481, -2.327], [0.091, -3.383, -3.701], [0.354, -4.637, -2.495], [-1.774, -4.480, -4.650], [0.197, -6.648, -3.922], [0.069, -5.848, -5.428], [-1.223, -6.855, -5.096], [-3.084, -5.149, -3.568], [-5.669, 2.083, 1.875], [-5.687, 0.626, 1.304], [-6.374, 0.302, 0.065], [-4.387, 0.106, 1.081], [-5.350, 2.799, 1.117], [-4.937, 2.322, 2.647], [-6.661, 2.443, 2.149], [-6.171, 0.079, 2.113], [-6.725, -0.730, 0.069], [-5.806, 0.504, -0.843], [-7.357, 0.773, 0.065], [-4.525, -0.585, 0.429]]}